Entry 1:
Density functional theory data (ωB97M-V/def2-TZVPD) for 3 unconnected molecules or ions with the total composition C19H29N2O6P in a non-equilibrium geometry.

Geometry (Å):
C1 5.1325 -1.2866 0.2408
C2 5.3473 -2.5693 -0.7519
P1 4.1852 -3.9734 -0.1991
C3 5.3653 -5.3737 0.3518
N1 3.1756 -4.5235 -1.5735
C4 2.5284 -3.3254 -2.1894
O1 2.9471 -2.7044 -3.1884
C5 1.2152 -3.1174 -1.3137
C6 0.2745 -1.9080 -1.1148
C7 -0.9661 -2.1445 -0.1779
C8 -1.2322 -3.5334 0.5101
N2 -2.4159 -3.8031 1.3641
C9 -0.2350 -4.7420 0.3188
C10 0.9923 -4.4896 -0.6134
C11 2.1768 -5.4738 -1.0222
O2 2.2924 -6.7102 -0.8912
H1 6.1527 -0.8484 0.5601
H2 4.5493 -0.4504 -0.2864
H3 4.5701 -1.6861 1.1562
H4 6.4602 -2.8454 -0.6655
H5 5.1149 -2.2940 -1.8348
H6 4.8214 -6.1876 0.9358
H7 6.1501 -4.9144 1.0592
H8 5.9068 -5.8392 -0.5589
H9 0.4949 -0.9193 -1.6322
H10 -1.7318 -1.3115 -0.0021
H11 -2.5841 -4.8242 1.3270
H12 -2.0922 -3.6183 2.3349
H13 -0.3969 -5.7624 0.8017
C12 -2.5204 1.9004 -3.8385
C13 -3.6156 1.0296 -3.2569
O3 -3.1375 0.2877 -2.1244
C14 -3.1131 0.7571 -0.8665
C15 -3.3228 2.2256 -0.6294
O4 -2.8607 0.0089 0.0570
H14 -2.1817 2.6512 -3.1217
H15 -2.8725 2.4129 -4.7362
H16 -1.6487 1.2940 -4.0981
H17 -4.5141 1.5968 -3.0045
H18 -3.9177 0.2889 -4.0013
H19 -2.3536 2.7280 -0.6248
H20 -3.7950 2.3565 0.3403
H21 -3.9806 2.7001 -1.3554
C16 -0.0876 6.0715 3.0772
C17 -1.1680 6.6062 2.1590
O5 -1.8057 5.5402 1.4373
C18 -2.8359 4.8176 1.9059
C19 -3.1860 4.9072 3.3648
O6 -3.4303 4.0578 1.1720
H22 -0.5012 5.4107 3.8416
H23 0.4349 6.8915 3.5745
H24 0.6386 5.4839 2.5097
H25 -1.9027 7.2187 2.6863
H26 -0.7108 7.2532 1.4064
H27 -2.6478 4.1272 3.9088
H28 -4.2600 4.7432 3.4766
H29 -2.9774 5.8780 3.8106

Cartesian forces, eV/Å:
C 0.2 -0.5 -0.3
C 0.7 0.8 -0.4
P 0.8 0.3 2.0
C 0.7 -0.5 -0.9
N 0.8 -0.6 -1.2
C -1.0 0.9 -0.7
O -1.2 -2.1 3.8
C -1.9 -0.9 1.4
C -0.7 -4.2 1.9
C 2.1 -2.7 -0.5
C 3.2 -0.6 -2.0
N 1.9 0.1 -0.3
C 1.1 3.7 -2.6
C -2.6 1.8 0.5
C -1.2 -0.2 0.7
O -0.1 4.7 -0.4
H -1.7 -0.8 -0.5
H 0.7 -1.3 0.9
H 0.8 1.0 -1.2
H -1.7 0.0 -0.3
H 0.4 -0.4 1.4
H 0.5 1.2 -0.9
H -1.3 -0.5 -1.1
H -0.8 0.6 1.6
H -0.5 -1.5 0.9
H 1.4 -1.5 -0.3
H 0.1 0.9 0.0
H -0.6 0.0 -0.8
H 0.2 1.7 -0.7
C 0.2 0.1 0.1
C 0.1 0.2 -0.1
O -0.1 -0.7 0.0
C 0.1 0.4 0.3
C -0.6 -0.5 -0.1
O -0.5 0.6 -0.8
H -0.1 0.0 -0.1
H 0.0 0.0 0.0
H -0.1 0.0 0.0
H 0.1 0.0 0.1
H 0.1 -0.1 0.3
H -0.1 0.0 0.0
H 0.3 -0.3 -0.3
H 0.2 0.1 -0.1
C 0.0 -0.2 0.1
C 0.2 0.0 0.2
O -0.1 0.1 -0.6
C -0.4 -0.5 0.1
C -0.4 0.4 0.3
O 0.7 1.5 0.7
H 0.0 0.1 0.0
H 0.0 0.0 0.0
H -0.1 0.1 0.0
H 0.0 -0.1 0.0
H -0.2 -0.2 -0.1
H 0.0 0.1 0.0
H 0.2 -0.2 -0.1
H 0.2 -0.1 0.0

The calculation puts the gap between HOMO and LUMO at 7.40 eV. The calculation puts the LUMO energy at -0.38 eV. The HOMO energy is -7.778 eV.

=====

Entry 2:
Density functional theory data (ωB97M-V/def2-TZVPD) for a molecular structure, H2IOPS2 in a non-equilibrium geometry.

Geometry (Å):
O1 0.3399 1.0187 0.9467
P1 1.2733 -0.6798 -0.3327
S1 0.9708 -2.4272 0.3530
S2 0.2853 -0.2570 -2.0559
I1 3.4615 0.2765 0.1507
H1 -0.0174 0.5728 1.7611
H2 0.3586 -1.6173 -2.2754

Cartesian forces, eV/Å:
O 0.9 -2.8 -1.2
P -1.1 2.4 3.7
S 0.2 0.0 -0.1
S 0.3 -0.5 -0.5
I -0.6 -0.2 -0.5
H 0.5 0.3 -1.2
H -0.2 0.9 -0.1

The calculation puts the gap between HOMO and LUMO (spin up / spin down) at 8.24 / 8.24 eV. The calculation puts the LUMO energy (spin up / spin down) at -1.48 / -1.48 eV. The HOMO energy (spin up / spin down) is -9.719 / -9.718 eV.

=====

Entry 3:
Density functional theory data (ωB97M-V/def2-TZVPD) for a molecular structure, C12H31F6NO10S2V in a non-equilibrium geometry.

Geometry (Å):
V1 -17.2087 -7.8823 -1.4381
C1 -13.0760 -6.6296 -0.3563
F1 -11.9389 -5.8338 -0.5187
F2 -12.6687 -7.6890 0.3546
F3 -14.0004 -5.8458 0.3538
S1 -13.8756 -7.3010 -2.0438
O1 -14.4800 -6.1442 -2.7399
O2 -12.8566 -8.0031 -2.8325
N1 -15.1814 -8.2729 -1.4308
S2 -14.5150 -9.6940 -1.1813
O3 -13.0375 -9.8446 -1.1091
O4 -15.1852 -10.2526 -0.0575
C2 -14.9231 -10.6732 -2.7813
F4 -15.6592 -9.8254 -3.6058
F5 -13.7457 -11.0070 -3.3364
F6 -15.6977 -11.7013 -2.4805
O5 -18.0406 -9.7027 -1.1400
H1 -17.8916 -10.4641 -1.7337
C3 -22.1445 -9.3874 -3.1815
C4 -20.7323 -9.7800 -2.9958
O6 -20.5588 -9.8726 -1.5851
H2 -22.3709 -8.4100 -2.7556
H3 -22.7569 -10.1959 -2.7823
H4 -22.4278 -9.3823 -4.2341
H5 -20.0786 -8.9507 -3.2660
H6 -20.6025 -10.7107 -3.5482
H7 -19.6123 -9.8337 -1.4299
C5 -21.2881 -5.9690 -0.7517
C6 -19.8642 -5.9949 -1.2130
O7 -19.3651 -7.2832 -1.1676
H8 -21.4520 -5.1770 -0.0210
H9 -21.5003 -6.9263 -0.2755
H10 -22.0774 -5.8311 -1.4906
H11 -19.2136 -5.4024 -0.5699
H12 -19.8872 -5.7338 -2.2711
H13 -19.9634 -7.8752 -0.7059
C7 -16.9317 -8.4306 1.8998
C8 -17.4264 -6.9966 1.6222
O8 -16.9444 -6.6008 0.3597
H14 -17.1289 -8.6873 2.9407
H15 -15.8716 -8.6542 1.7804
H16 -17.4720 -9.1329 1.2651
H17 -16.9986 -6.3754 2.4091
H18 -18.4919 -6.9283 1.8418
H19 -16.8305 -5.6491 0.4121
C9 -18.7063 -14.2619 -2.1324
C10 -19.8360 -13.2712 -2.2458
O9 -20.7001 -13.2897 -1.0795
H20 -18.9145 -15.3160 -1.9492
H21 -18.0306 -13.9827 -1.3240
H22 -17.9782 -14.2420 -2.9433
H23 -20.4295 -13.4007 -3.1508
H24 -19.4464 -12.2580 -2.3454
H25 -21.5483 -13.6806 -1.3016
C11 -17.7497 -13.1396 1.4241
C12 -18.8851 -12.1486 1.5927
O10 -19.2846 -11.5480 0.3731
H26 -16.7770 -12.7952 1.0730
H27 -18.0585 -13.9537 0.7685
H28 -17.5331 -13.5418 2.4138
H29 -18.5751 -11.3615 2.2800
H30 -19.7253 -12.7222 1.9840
H31 -18.6123 -10.9937 -0.0299

Cartesian forces, eV/Å:
V -1.4 -0.4 0.9
C 1.2 1.0 0.7
F -2.5 -1.4 -0.4
F -0.9 1.3 -0.3
F 1.5 -1.7 -1.4
S 0.0 1.9 -2.7
O 0.4 -1.7 2.1
O -1.9 1.4 1.9
N 3.8 2.0 -1.3
S 3.5 -3.7 1.3
O -3.4 0.9 -0.4
O -1.1 -0.6 0.0
C 0.1 1.8 0.4
F 1.1 -1.3 0.4
F -1.9 -0.1 0.0
F 0.5 -0.2 -0.5
O 1.0 0.5 -1.0
H 0.4 0.6 0.4
C -1.2 -0.2 -1.0
C -0.1 1.0 1.3
O -1.2 -0.4 -0.5
H -0.1 -0.2 0.2
H -0.2 0.3 0.5
H 0.1 0.3 -0.2
H 0.3 -0.2 -1.0
H 0.7 -0.1 0.1
H 0.7 -0.1 0.5
C -1.1 0.3 1.0
C -0.7 0.8 -0.7
O 1.6 -1.5 -0.3
H 0.0 -0.1 0.1
H -0.3 0.0 0.3
H 0.4 -0.1 -0.4
H -0.1 0.6 -0.4
H 0.7 0.7 0.1
H -0.2 -0.8 -0.1
C -0.7 -0.1 0.1
C 1.2 -1.8 2.5
O -0.5 0.5 -0.8
H -0.4 0.0 0.0
H 0.0 0.7 -0.4
H 0.0 -0.1 0.0
H 0.4 0.4 -0.3
H -0.4 0.0 -1.0
H 0.2 0.2 -0.5
C 1.5 -0.1 0.5
C -0.9 -0.1 0.4
O 0.5 -0.2 -0.7
H -0.7 0.1 -0.1
H -0.3 0.2 0.4
H -0.4 0.2 -0.7
H -0.1 -0.3 -0.1
H 0.2 0.1 0.3
H 0.1 -0.1 -0.2
C 0.2 -0.6 0.4
C 0.9 0.3 -1.0
O -0.7 -0.5 0.4
H -0.2 0.6 -0.2
H -0.1 0.0 0.1
H 0.0 -0.3 0.1
H -0.2 0.0 0.5
H -0.2 0.4 0.0
H 0.5 0.3 0.5

As for the expectation value of S²: 3.755. The calculation puts the gap between HOMO and LUMO (spin up / spin down) at 8.64 / 8.43 eV. The calculation puts the LUMO energy (spin up / spin down) at -0.50 / -0.71 eV. The HOMO energy (spin up / spin down) is -9.135 / -9.139 eV. As for the multiplicity: 4.

=====

Entry 4:
Density functional theory data (ωB97M-V/def2-TZVPD) for a molecular structure, C45H48F6KN6OP3S2 in a non-equilibrium geometry.

Geometry (Å):
K1 0.4252 0.2904 0.4282
C1 0.3476 1.0239 3.8945
C2 -0.9034 0.1320 3.9314
N1 -1.2594 -0.2944 2.5834
C3 -1.8879 -1.6047 2.4796
C4 -0.9266 -2.7412 2.8438
S1 0.7524 -2.5348 2.1735
C5 1.6833 -1.8884 3.5999
C6 2.2588 -0.4761 3.4456
N2 1.3313 0.5311 2.9386
H1 0.7632 1.0912 4.9107
H2 0.0484 2.0315 3.5896
H3 -1.7149 0.6806 4.4266
H4 -0.6980 -0.7469 4.5393
H5 -1.8760 0.4005 2.1808
H6 -2.1954 -1.7359 1.4404
H7 -2.7821 -1.7051 3.1161
H8 -1.3044 -3.6684 2.4144
H9 -0.8413 -2.8885 3.9200
H10 2.5264 -2.5674 3.7186
H11 1.0408 -1.9711 4.4744
H12 3.1003 -0.5290 2.7566
H13 2.6485 -0.1918 4.4365
H14 1.8944 1.3078 2.6148
C7 1.3683 -2.8838 -4.3057
C8 -0.0420 -2.8545 -3.8576
N3 -1.0616 -3.3117 -4.5057
N4 -2.1333 -3.0574 -3.6988
C9 -1.8014 -2.4331 -2.5552
S2 -2.7746 -1.9267 -1.2998
N5 -0.4524 -2.2994 -2.6639
N6 0.3136 -1.6557 -1.7129
H15 1.4478 -3.5143 -5.1868
H16 2.0142 -3.2782 -3.5196
H17 1.7122 -1.8784 -4.5590
H18 -3.0499 -3.3592 -3.9726
H19 0.5250 -2.2865 -0.9412
H20 1.2088 -1.3934 -2.1177
O1 -1.3943 4.9134 -1.3243
C10 -0.3912 5.4470 -2.0702
C11 -0.1906 6.7476 -2.4939
C12 0.9643 7.0363 -3.2102
C13 1.9175 6.0604 -3.4615
C14 1.7362 4.7729 -2.9739
C15 0.5680 4.4563 -2.3003
P1 0.1500 2.8409 -1.5034
C16 1.7878 2.5528 -0.7430
C17 1.8981 3.0837 0.5443
C18 3.1342 3.1854 1.1596
C19 4.2708 2.7732 0.4774
C20 4.1633 2.2291 -0.7941
C21 2.9245 2.0962 -1.4001
C22 -0.1503 1.7378 -2.9236
C23 0.6462 1.6300 -4.0638
C24 0.2378 0.8256 -5.1148
C25 -0.9816 0.1590 -5.0649
C26 -1.7848 0.2718 -3.9405
C27 -1.3630 1.0459 -2.8714
C28 -2.6498 5.2814 -0.9767
C29 -3.3540 6.4353 -1.2789
C30 -4.6585 6.5559 -0.8195
C31 -5.2557 5.5500 -0.0703
C32 -4.5524 4.3865 0.2007
C33 -3.2538 4.2480 -0.2672
P2 -2.3414 2.6518 -0.1524
C34 -2.3754 2.3570 1.6504
C35 -3.2816 1.5327 2.3101
C36 -3.2590 1.4547 3.6953
C37 -2.3322 2.1858 4.4245
C38 -1.4115 2.9923 3.7680
C39 -1.4321 3.0775 2.3870
C40 -3.5134 1.5003 -0.9360
C41 -3.4938 0.1381 -0.6258
C42 -4.3438 -0.7414 -1.2726
C43 -5.1982 -0.2786 -2.2620
C44 -5.1897 1.0643 -2.6151
C45 -4.3478 1.9495 -1.9645
H21 -0.8816 7.5432 -2.2616
H22 1.1252 8.0470 -3.5602
H23 2.8145 6.3035 -4.0140
H24 2.5149 4.0344 -3.0977
H25 1.0026 3.4569 1.0356
H26 3.2189 3.6116 2.1516
H27 5.2428 2.8585 0.9440
H28 5.0486 1.8930 -1.3146
H29 2.8494 1.6327 -2.3743
H30 1.5751 2.1771 -4.1508
H31 0.8621 0.7320 -5.9940
H32 -1.3032 -0.4441 -5.9039
H33 -2.7420 -0.2308 -3.8935
H34 -1.9931 1.1303 -1.9937
H35 -2.9216 7.2241 -1.8740
H36 -5.2177 7.4507 -1.0574
H37 -6.2737 5.6584 0.2774
H38 -5.0142 3.5758 0.7498
H39 -4.0125 0.9581 1.7562
H40 -3.9702 0.8175 4.2039
H41 -2.3268 2.1227 5.5044
H42 -0.6795 3.5513 4.3358
H43 -0.7250 3.7196 1.8712
H44 -2.8260 -0.2365 0.1402
H45 -4.3338 -1.7908 -1.0112
H46 -5.8618 -0.9687 -2.7653
H47 -5.8428 1.4256 -3.3982
H48 -4.3510 2.9915 -2.2545
F1 2.2628 -0.7527 0.2768
P3 3.6181 -1.5629 -0.3152
F2 3.2810 -0.8551 -1.7595
F3 2.6405 -2.7880 -0.7353
F4 4.8691 -2.3044 -0.9373
F5 3.8204 -2.2266 1.1277
F6 4.5056 -0.3043 0.1237

Cartesian forces, eV/Å:
K -2.2 0.5 0.2
C 0.4 -0.7 0.0
C 1.5 -1.1 -0.3
N -0.3 -0.1 0.4
C 0.2 -0.1 0.3
C 0.2 0.1 -0.2
S -0.2 -0.3 0.0
C 0.0 0.2 -0.3
C -0.1 -0.2 0.1
N 0.4 0.3 0.3
H 0.0 0.1 0.1
H 1.0 -1.1 0.2
H 1.3 -1.7 0.1
H 0.1 -0.1 0.0
H 0.4 -0.7 0.2
H 0.0 -0.1 0.0
H 0.0 0.0 -0.1
H 0.0 0.0 0.1
H -0.1 0.0 0.0
H 0.0 0.0 0.2
H 0.0 -0.1 0.0
H 0.0 0.0 0.0
H 0.1 0.0 -0.1
H 0.1 0.1 0.1
C 0.0 0.0 0.0
C 0.1 0.2 0.2
N -0.2 -0.1 -0.3
N 0.2 0.2 0.1
C 1.2 -0.9 0.1
S 7.4 -5.7 -2.7
N 0.0 -0.1 -0.5
N 0.2 0.3 0.4
H 0.0 0.0 0.0
H 0.0 0.0 0.0
H 0.0 0.0 0.0
H -0.1 -0.1 0.1
H 0.0 -0.2 -0.1
H 0.0 0.0 -0.1
O -0.1 0.6 0.0
C 0.5 -0.1 -0.3
C -0.3 0.1 0.1
C 0.1 -0.1 -0.1
C 0.0 0.0 0.0
C -0.1 0.0 0.0
C -0.4 0.0 0.3
P 1.6 0.3 -1.3
C -0.2 0.1 0.1
C -0.1 0.1 -0.1
C 0.1 0.1 0.0
C 0.0 0.0 0.0
C 0.0 0.0 0.0
C -0.1 0.0 -0.1
C -0.4 -0.1 0.3
C 0.2 0.1 0.0
C 0.1 0.0 -0.1
C -0.1 0.0 0.1
C 0.0 0.0 -0.2
C 0.4 0.1 0.0
C -0.5 -0.1 0.0
C 0.3 0.2 -0.1
C -0.1 -0.1 0.1
C 0.0 0.0 0.0
C 0.1 0.0 0.0
C 0.2 -0.3 -0.1
P -1.8 0.1 0.8
C 0.7 0.8 -0.5
C -1.0 0.3 0.6
C -1.5 1.1 -0.7
C -0.8 1.8 0.0
C -1.1 1.1 0.3
C -0.8 0.2 -0.5
C -0.4 -0.6 0.8
C -0.5 3.4 2.1
C -3.7 1.6 0.3
C -0.5 0.2 -0.4
C 0.4 0.0 0.0
C -0.3 0.6 -0.4
H -0.1 0.0 0.0
H 0.0 0.0 0.0
H 0.0 0.0 0.0
H 0.0 0.0 0.0
H 0.2 0.0 0.0
H 0.0 0.0 0.0
H 0.0 0.0 0.0
H 0.0 -0.1 0.0
H 0.0 0.0 0.0
H 0.0 0.0 0.0
H 0.0 0.0 0.0
H 0.0 0.0 0.0
H 0.0 0.0 0.0
H 0.7 -0.3 -0.8
H 0.0 0.0 0.0
H 0.0 0.0 0.0
H 0.0 0.0 0.0
H 0.0 0.0 0.0
H 0.0 0.0 0.0
H 0.0 0.0 0.0
H 0.0 0.1 0.0
H -0.2 0.2 0.0
H -0.1 0.0 0.1
H -0.3 0.5 0.2
H -3.9 1.1 1.3
H -0.1 0.0 0.1
H 0.0 0.0 0.0
H 0.0 0.0 0.0
F 2.4 -1.2 -0.4
P -0.1 -0.2 0.0
F 0.0 0.0 0.0
F 0.0 0.0 0.0
F 0.1 0.0 0.0
F 0.0 0.0 0.0
F 0.0 0.0 -0.1

As for the expectation value of S²: 0.755. The calculation puts the gap between HOMO and LUMO (spin up / spin down) at 6.57 / 4.25 eV. The calculation puts the LUMO energy (spin up / spin down) at -2.37 / -4.63 eV. The HOMO energy (spin up / spin down) is -8.942 / -8.880 eV. As for the multiplicity: 2. The net charge is +1.